# 1
{
  "formula": "C8H24ClEuI2OP2S",
  "method": "ωB97M-V/def2-TZVPD",
  "s2": 12.064,
  "fmax_ev_per_a": 1.6,
  "energy_ha": -3240.71699,
  "gap_ev": [4.5, 6.7],
  "multiplicity": 7,
  "charge": 2,
  "lumo_energy_ev": [-9.19, -7.05],
  "homo_ev": [-13.7299, -13.7299],
  "symbols": ["I", "I", "Eu", "P", "C", "C", "H", "H", "H", "H", "H", "H", "C", "H", "H", "H", "P", "C", "C", "H", "H", "H", "C", "H", "H", "H", "H", "H", "H", "Cl", "C", "S", "C", "O", "H", "H", "H", "H", "H", "H"],
  "xyz": [[-0.069263, -0.830663, -6.274429], [-0.069368, 1.857662, -6.579217], [-0.064518, 1.092225, -0.480621], [-2.732429, 0.994687, 0.019211], [-3.546711, 0.805326, -1.584013], [-3.304768, -0.363927, 1.100781], [-4.397594, -0.319203, 1.281227], [-4.360052, 2.601472, 0.941733], [-2.753916, -0.291007, 2.057759], [-2.707554, 2.722021, 1.702947], [-3.224965, -0.124269, -2.074818], [-3.022755, -1.361160, 0.709003], [-3.270178, 2.570409, 0.762905], [-4.641112, 0.810845, -1.511454], [-2.963865, 3.416539, 0.121270], [-3.230423, 1.588381, -2.287433], [2.581433, 1.001388, 0.044134], [3.387990, 0.788505, -1.559085], [3.114869, 2.566247, 0.796605], [2.544525, -0.304952, 2.069409], [4.195028, -0.374314, 1.310899], [2.793668, -1.347039, 0.688716], [3.103937, -0.375365, 1.118154], [2.543712, 2.716810, 1.732420], [4.202962, 2.577263, 0.980987], [4.481412, 0.789762, -1.474738], [3.079037, 1.572834, -2.265172], [2.819723, 3.415171, 0.152117], [3.063453, -0.141930, -2.047857], [-0.121582, 1.296160, 2.094534], [0.594652, -3.834588, -0.119885], [-0.535211, -2.503478, 0.345235], [-0.021234, -2.357950, 2.103784], [0.075146, -1.336652, -0.505921], [0.270303, -4.765524, 0.359538], [1.641475, -3.597980, 0.105168], [0.419913, -3.914995, -1.196415], [1.060684, -2.238328, 2.241862], [-0.555760, -1.509261, 2.543983], [-0.380683, -3.291125, 2.576695]],
  "atomic_forces_ev_per_a": [[0.0, 0.6, 0.0], [0.0, -0.6, 0.1], [0.1, -1.5, 0.4], [-1.0, -0.2, 0.4], [-0.3, -0.1, -0.6], [0.1, -0.3, 0.4], [0.6, -0.1, -0.1], [0.5, 0.1, -0.1], [-0.4, 0.3, -0.3], [-0.5, -0.3, -0.3], [-0.2, 0.0, 0.3], [-0.4, 0.6, -0.2], [0.1, 0.3, 0.2], [0.2, 0.0, -0.1], [-0.4, -0.4, 0.0], [-0.2, 0.1, 0.3], [0.8, -0.2, 0.6], [0.3, 0.0, -0.6], [0.0, 0.3, 0.2], [0.4, 0.2, -0.3], [-0.6, 0.0, -0.1], [0.3, 0.6, -0.1], [0.0, -0.3, 0.4], [0.5, -0.3, -0.3], [-0.5, 0.2, 0.0], [-0.2, 0.0, -0.1], [0.2, 0.1, 0.3], [0.4, -0.4, 0.1], [0.2, 0.0, 0.4], [0.1, 0.0, -1.0], [-0.6, -0.1, -0.3], [1.5, -0.2, 0.3], [-0.4, 0.1, -0.3], [-0.5, 1.3, 0.8], [0.1, 0.2, 0.0], [-0.4, 0.1, 0.0], [0.3, -0.2, 0.1], [-0.3, -0.1, -0.3], [0.1, -0.2, -0.1], [0.2, 0.4, -0.3]],
  "mulliken_spin": [0.00, 0.00, 6.16, -0.04, 0.00, 0.00, 0.00, 0.00, 0.00, 0.00, 0.00, 0.00, 0.00, 0.00, 0.00, 0.00, -0.06, 0.00, 0.00, 0.00, 0.00, 0.00, 0.00, 0.00, 0.00, 0.00, 0.00, 0.00, 0.00, -0.04, 0.00, 0.00, 0.00, -0.01, 0.00, 0.00, 0.00, 0.00, 0.00, 0.00]
}

=====

# 2
{
  "formula": "C22H25N5S4SbSiTi",
  "method": "ωB97M-V/def2-TZVPD",
  "s2": 0.767,
  "fmax_ev_per_a": 0.7,
  "energy_ha": -4099.36344,
  "gap_ev": [4.8, 5.8],
  "e_above_lowest_kcal_mol": 2.9,
  "multiplicity": 2,
  "charge": -2,
  "lumo_energy_ev": [4.44, 4.44],
  "homo_ev": [-0.3987, -1.3656],
  "symbols": ["Ti", "N", "C", "S", "N", "N", "C", "C", "C", "C", "C", "C", "C", "C", "C", "C", "C", "C", "N", "H", "H", "H", "H", "H", "H", "H", "H", "H", "H", "H", "S", "Sb", "S", "S", "C", "Si", "C", "C", "N", "C", "C", "C", "C", "C", "C", "H", "H", "H", "H", "H", "H", "H", "H", "H", "H", "H", "H", "H", "H"],
  "xyz": [[-0.198016, 0.117683, -0.229233], [3.135723, 2.785862, -1.633871], [2.180608, 2.191289, -0.811412], [2.472135, 0.559802, -0.279155], [1.161294, 2.895713, -0.461575], [0.316193, 2.139572, 0.336678], [0.062800, 2.571043, 1.555864], [0.449011, 3.920445, 2.022357], [0.127270, 5.050621, 1.266107], [0.479370, 6.318008, 1.697287], [1.168298, 6.489407, 2.893407], [1.503203, 5.374228, 3.647281], [1.149390, 4.103691, 3.213492], [-0.445553, 1.586566, 2.436475], [-0.995259, 1.867397, 3.710408], [-1.373519, 0.843452, 4.529034], [-1.209592, -0.486546, 4.081625], [-0.735103, -0.690996, 2.810095], [-0.378336, 0.290539, 1.971569], [3.563497, 2.107177, -2.244863], [2.738965, 3.566089, -2.140257], [-0.395058, 4.910921, 0.329379], [0.218074, 7.181050, 1.095970], [1.447117, 7.481702, 3.228095], [2.053239, 5.491287, 4.574144], [1.429282, 3.233419, 3.794346], [-1.116206, 2.899404, 4.011573], [-1.806069, 1.049694, 5.501402], [-1.488124, -1.333415, 4.693491], [-0.644563, -1.690511, 2.415344], [-3.744682, -0.608990, -3.388596], [-2.405869, 1.106856, -2.615033], [-0.099142, 0.280564, -2.568944], [-2.383289, 0.831354, -0.164315], [2.635723, -2.559514, 1.022280], [1.383168, -2.802697, -0.369899], [2.131792, -2.402527, -2.043032], [1.141593, -4.676593, -0.498164], [-0.105056, -1.953787, -0.088467], [-1.228811, -2.728683, 0.239708], [-1.224330, -3.653517, 1.295839], [-2.338498, -4.422634, 1.600672], [-3.505731, -4.290105, 0.862096], [-3.527881, -3.379667, -0.190808], [-2.415456, -2.618647, -0.500416], [3.656202, -2.764099, 0.684220], [2.406063, -3.252236, 1.839282], [2.607277, -1.545473, 1.422235], [2.927424, -3.123662, -2.262116], [2.534666, -1.394719, -2.111666], [1.353351, -2.503437, -2.803690], [2.085323, -5.084857, -0.876613], [0.359152, -4.926958, -1.219286], [0.909894, -5.178266, 0.441357], [-0.329059, -3.743379, 1.903684], [-2.293130, -5.120613, 2.430527], [-4.381712, -4.881799, 1.101589], [-4.419721, -3.255931, -0.794549], [-2.455532, -1.941979, -1.346153]],
  "atomic_forces_ev_per_a": [[-0.2, 0.0, -0.4], [0.0, 0.0, 0.0], [-0.1, 0.0, 0.0], [0.0, -0.1, -0.1], [0.1, 0.1, -0.1], [0.1, -0.3, -0.1], [0.2, 0.0, 0.2], [-0.2, 0.1, -0.1], [0.0, 0.0, 0.0], [0.0, 0.0, 0.0], [0.0, 0.0, 0.0], [0.0, 0.0, 0.0], [0.0, 0.0, 0.0], [0.0, 0.0, 0.1], [0.0, 0.0, 0.1], [0.0, 0.0, 0.0], [0.0, 0.0, 0.1], [0.0, 0.0, 0.0], [0.0, 0.2, 0.1], [0.0, 0.0, 0.0], [0.0, 0.0, 0.0], [0.0, 0.0, 0.0], [0.0, 0.0, 0.0], [0.0, 0.0, 0.0], [0.0, 0.0, 0.0], [0.0, 0.0, 0.0], [0.0, 0.0, 0.0], [0.0, 0.0, 0.0], [0.0, 0.0, 0.0], [0.0, 0.0, 0.0], [0.1, 0.1, 0.0], [-0.2, -0.1, -0.1], [0.2, 0.1, 0.2], [-0.1, -0.3, 0.1], [0.0, 0.0, 0.0], [0.1, -0.1, -0.1], [0.0, 0.0, 0.0], [0.0, 0.0, 0.0], [0.3, 0.5, 0.4], [-0.3, -0.1, -0.1], [0.0, 0.1, 0.0], [0.0, 0.0, 0.0], [0.0, 0.0, 0.0], [0.0, 0.0, 0.0], [0.1, 0.0, -0.1], [0.0, 0.0, 0.0], [0.0, 0.0, 0.0], [0.0, 0.0, 0.0], [0.0, 0.0, 0.0], [0.0, 0.0, 0.0], [0.0, 0.0, 0.0], [0.0, 0.0, 0.0], [0.0, 0.0, 0.0], [0.0, 0.0, 0.0], [0.0, -0.1, 0.0], [0.0, 0.0, 0.0], [0.0, 0.0, 0.0], [0.0, 0.0, 0.0], [0.0, 0.0, 0.0]],
  "nbo_charge": [1.16, -0.83, 0.29, -0.34, -0.42, -0.36, 0.09, 0.05, -0.19, -0.23, -0.24, -0.22, -0.23, 0.13, -0.24, -0.21, -0.34, 0.09, -0.56, 0.38, 0.37, 0.23, 0.20, 0.19, 0.19, 0.22, 0.21, 0.19, 0.20, 0.22, -1.00, 0.92, -0.68, -0.61, -1.14, 1.87, -1.14, -1.13, -1.23, 0.16, -0.29, -0.22, -0.27, -0.22, -0.16, 0.22, 0.21, 0.25, 0.21, 0.26, 0.25, 0.21, 0.24, 0.22, 0.20, 0.19, 0.19, 0.21, 0.25]
}

=====

# 3
{
  "formula": "C2H4BrNO2S",
  "method": "ωB97M-V/def2-TZVPD",
  "fmax_ev_per_a": 4.5,
  "energy_ha": -3255.89046,
  "gap_ev": [7.8, 7.8],
  "e_above_lowest_kcal_mol": 14.5,
  "lumo_energy_ev": [-1.35, -1.35],
  "homo_ev": [-9.1767, -9.1764],
  "symbols": ["C", "C", "N", "O", "O", "S", "Br", "H", "H", "H", "H"],
  "xyz": [[0.695344, 1.730793, -1.367294], [0.942757, 0.901310, -0.442262], [-0.949341, -1.159234, 1.605045], [0.134465, -2.339118, -0.432511], [-1.878282, -0.915012, -0.810302], [-0.625263, -1.155343, -0.119066], [2.283612, 0.579446, 0.773744], [1.174596, 2.688640, -1.647397], [-0.232811, 1.583427, -1.960185], [-0.041574, -1.456398, 2.160882], [-1.503507, -0.458507, 2.239343]],
  "atomic_forces_ev_per_a": [[-1.8, 2.3, -2.6], [-0.8, -3.9, 2.1], [2.0, -0.2, 1.8], [-0.1, 0.6, 0.7], [1.0, 0.1, 0.8], [-0.1, 2.4, 0.6], [0.1, 0.2, 0.0], [0.3, -0.8, 0.5], [0.6, -0.1, 0.4], [-2.4, 0.8, -1.8], [1.3, -1.3, -2.6]],
  "nbo_charge": [-0.52, -0.17, -1.10, -0.89, -0.90, 2.08, 0.15, 0.24, 0.26, 0.41, 0.43]
}

=====

# 4
{
  "formula": "C27H42N4PtSi2Te",
  "method": "ωB97M-V/def2-TZVPD",
  "s2": 2.007,
  "fmax_ev_per_a": 0.3,
  "energy_ha": -2238.95595,
  "gap_ev": [7.6, 7.4],
  "e_above_lowest_kcal_mol": 0.0,
  "multiplicity": 3,
  "charge": 2,
  "lumo_energy_ev": [-5.01, -6.53],
  "homo_ev": [-12.6118, -13.9480],
  "symbols": ["Pt", "C", "C", "C", "C", "C", "C", "C", "N", "N", "C", "C", "C", "C", "C", "C", "N", "C", "C", "C", "C", "C", "C", "N", "H", "H", "H", "H", "H", "H", "H", "H", "H", "H", "H", "H", "H", "H", "H", "H", "H", "H", "H", "H", "C", "Si", "C", "C", "C", "Te", "C", "Si", "C", "C", "C", "H", "H", "H", "H", "H", "H", "H", "H", "H", "H", "H", "H", "H", "H", "H", "H", "H", "H", "H", "H", "H", "H"],
  "xyz": [[-0.613545, 0.949209, 0.233195], [-2.263070, 3.617868, 0.813869], [-1.710302, 3.882937, -0.588960], [-0.209155, 3.890898, -0.683696], [0.451691, 5.074477, -0.986270], [1.827997, 5.090526, -1.117366], [2.522154, 3.904646, -0.944224], [1.807827, 2.768443, -0.631313], [0.474053, 2.745005, -0.495777], [-2.422493, 2.178658, 1.092206], [-2.419152, 1.894749, 2.532960], [-1.025520, 1.904437, 3.105120], [-0.788563, 2.222111, 4.431253], [0.509623, 2.199050, 4.911525], [1.541446, 1.879031, 4.041638], [1.230830, 1.573595, 2.731959], [-0.027819, 1.572000, 2.276990], [-3.635774, 1.641781, 0.470950], [-3.587452, 0.138259, 0.349075], [-4.748544, -0.613290, 0.345428], [-4.673702, -1.975110, 0.096830], [-3.433024, -2.544200, -0.143557], [-2.315871, -1.734492, -0.097161], [-2.383556, -0.423044, 0.156426], [-3.228940, 4.120063, 0.933870], [-1.588622, 4.035328, 1.563298], [-2.071917, 4.853887, -0.923946], [-2.105356, 3.147461, -1.295427], [-0.124841, 5.978175, -1.128342], [2.347562, 6.008899, -1.355534], [3.596705, 3.853770, -1.046183], [2.330097, 1.834172, -0.477184], [-2.861028, 0.907899, 2.692828], [-3.044914, 2.615792, 3.070034], [-1.616925, 2.488710, 5.074197], [0.715013, 2.438156, 5.946221], [2.572184, 1.866481, 4.365397], [2.005658, 1.318399, 2.021199], [-3.719259, 2.054780, -0.536332], [-4.532599, 1.950977, 1.018530], [-5.700771, -0.131273, 0.522764], [-5.570819, -2.579390, 0.086820], [-3.325421, -3.598247, -0.356538], [-1.326306, -2.131860, -0.263890], [3.153623, -2.973247, 2.552481], [2.576748, -3.742884, 0.955421], [1.993303, -5.488227, 1.213474], [3.895249, -3.641626, -0.360411], [1.053463, -2.751951, 0.355735], [1.548864, -0.731544, -0.117076], [2.005011, -0.996330, -2.183719], [0.638766, -1.285766, -3.474364], [-0.608852, 0.101051, -3.287160], [-0.172039, -2.946582, -3.214751], [1.483356, -1.231051, -5.128051], [4.077912, -3.452174, 2.882987], [2.414470, -3.109871, 3.345144], [3.360916, -1.905169, 2.453439], [2.802498, -6.111890, 1.599049], [1.642446, -5.942858, 0.284954], [1.177664, -5.524335, 1.939012], [4.743013, -4.272697, -0.085113], [4.282366, -2.627168, -0.485874], [3.531121, -4.001193, -1.326095], [0.291939, -2.708556, 1.136619], [0.616967, -3.200036, -0.537970], [2.723089, -1.819147, -2.175730], [2.570083, -0.101486, -2.460423], [-0.663364, 0.357118, -2.223448], [-1.607470, -0.184916, -3.621077], [-0.305944, 0.991777, -3.840870], [-0.776985, -3.014933, -2.308674], [0.565271, -3.752590, -3.195514], [-0.840617, -3.141297, -4.057366], [1.968671, -0.267833, -5.297766], [0.758461, -1.381873, -5.931208], [2.242436, -2.010428, -5.218519]],
  "atomic_forces_ev_per_a": [[0.2, 0.0, -0.2], [0.0, 0.0, 0.0], [0.0, 0.0, 0.0], [0.0, 0.0, 0.0], [0.0, 0.0, 0.0], [0.0, 0.0, 0.0], [0.0, 0.0, 0.0], [0.0, 0.0, 0.0], [0.0, 0.1, 0.1], [0.0, 0.0, -0.1], [0.0, 0.0, 0.1], [0.0, 0.1, -0.1], [0.0, 0.1, 0.0], [0.0, 0.0, 0.0], [0.0, 0.0, 0.0], [0.0, 0.0, 0.0], [0.0, -0.2, 0.1], [0.0, -0.1, 0.0], [0.0, 0.0, -0.1], [0.0, 0.0, 0.0], [0.0, 0.0, 0.0], [0.0, 0.0, 0.0], [0.0, 0.0, 0.1], [0.0, 0.0, 0.1], [0.0, 0.0, 0.0], [0.0, 0.0, 0.0], [0.0, 0.0, 0.0], [0.0, 0.0, 0.0], [0.0, 0.0, 0.0], [0.0, 0.0, 0.0], [0.0, 0.0, 0.0], [0.0, 0.0, 0.0], [0.0, 0.0, 0.0], [0.0, 0.0, 0.0], [0.0, 0.0, 0.0], [0.0, 0.0, 0.0], [0.0, 0.0, 0.0], [0.0, 0.0, 0.0], [0.0, 0.0, 0.0], [0.0, 0.0, 0.0], [0.0, 0.0, 0.0], [0.0, 0.0, 0.0], [0.0, 0.0, 0.0], [0.0, 0.0, 0.0], [0.0, 0.0, 0.0], [0.0, 0.0, 0.0], [0.0, 0.0, 0.0], [0.0, 0.0, 0.0], [0.1, 0.0, 0.0], [-0.1, -0.1, 0.0], [0.0, 0.0, 0.0], [0.0, 0.0, 0.0], [0.0, -0.1, -0.1], [0.0, 0.0, 0.0], [0.0, 0.0, 0.0], [0.0, 0.0, 0.0], [0.0, 0.0, 0.0], [0.0, 0.0, 0.0], [0.0, 0.0, 0.0], [0.0, 0.0, 0.0], [0.0, 0.0, 0.0], [0.0, 0.0, 0.0], [0.0, 0.0, 0.0], [0.0, 0.0, 0.0], [0.0, 0.0, 0.0], [0.0, 0.0, 0.0], [0.0, 0.0, 0.0], [0.0, 0.0, 0.0], [-0.2, 0.1, 0.1], [0.0, 0.0, 0.0], [0.0, 0.0, 0.0], [0.0, 0.0, 0.0], [0.0, 0.0, 0.0], [0.0, 0.0, 0.0], [0.0, 0.0, 0.0], [0.0, 0.0, 0.0], [0.0, 0.0, 0.0]],
  "mulliken_spin": [1.26, -0.02, 0.04, -0.01, 0.01, 0.00, 0.00, -0.01, 0.10, 0.13, 0.03, -0.02, 0.01, -0.01, 0.01, -0.01, 0.15, -0.02, 0.01, 0.00, 0.01, 0.00, 0.01, 0.03, 0.00, 0.00, 0.00, 0.00, 0.00, 0.00, 0.00, 0.00, 0.00, 0.00, 0.00, 0.00, 0.00, 0.00, 0.00, 0.00, 0.00, 0.00, 0.00, 0.01, 0.00, 0.01, 0.00, 0.01, 0.01, 0.22, 0.00, 0.00, 0.05, 0.00, 0.00, 0.00, 0.00, 0.00, 0.00, 0.00, 0.00, 0.00, 0.00, 0.00, 0.00, -0.01, 0.00, 0.00, 0.01, 0.00, 0.00, 0.00, 0.00, 0.00, 0.00, 0.00, 0.00]
}

=====

Which formula does entry 2 have?
C22H25N5S4SbSiTi